Record 1
{"formula": "C13H39N13O26", "method": "the ωB97M-V functional and the def2-TZVPD basis", "symbols": ["C", "N", "O", "O", "H", "H", "H", "C", "N", "O", "O", "H", "H", "H", "C", "N", "O", "O", "H", "H", "H", "C", "N", "O", "O", "H", "H", "H", "C", "N", "O", "O", "H", "H", "H", "C", "N", "O", "O", "H", "H", "H", "C", "N", "O", "O", "H", "H", "H", "C", "N", "O", "O", "H", "H", "H", "C", "N", "O", "O", "H", "H", "H", "C", "N", "O", "O", "H", "H", "H", "C", "N", "O", "O", "H", "H", "H", "C", "N", "O", "O", "H", "H", "H", "C", "N", "O", "O", "H", "H", "H"], "positions_angstrom": [[16.88, -5.55, -26.13], [16.19, -4.68, -25.17], [15.84, -3.54, -25.46], [16.07, -5.13, -24.03], [17.14, -5.00, -27.03], [16.14, -6.29, -26.42], [17.78, -5.95, -25.65], [7.05, -14.38, -19.23], [7.84, -14.23, -20.48], [7.68, -15.14, -21.33], [8.41, -13.17, -20.68], [7.71, -14.01, -18.44], [6.83, -15.43, -19.03], [6.09, -13.88, -19.30], [13.92, -13.83, -20.88], [14.75, -14.54, -19.86], [15.15, -13.92, -18.84], [14.99, -15.69, -20.11], [13.17, -14.60, -21.08], [14.54, -13.72, -21.77], [13.49, -12.95, -20.40], [11.02, -0.79, -24.48], [10.55, -2.17, -24.65], [10.60, -2.93, -23.67], [10.03, -2.43, -25.73], [11.37, -0.62, -23.46], [10.10, -0.23, -24.67], [11.80, -0.70, -25.23], [15.75, -12.23, -26.06], [16.91, -11.63, -25.35], [17.52, -12.38, -24.58], [17.24, -10.53, -25.70], [16.18, -12.66, -26.97], [15.21, -11.35, -26.41], [15.03, -12.85, -25.53], [8.85, -11.70, -24.90], [9.49, -12.98, -25.29], [9.10, -13.73, -26.18], [10.53, -13.21, -24.72], [8.71, -11.21, -25.86], [9.44, -11.16, -24.16], [7.84, -11.79, -24.51], [7.19, -3.21, -20.20], [7.13, -1.93, -20.84], [8.19, -1.30, -20.96], [5.99, -1.47, -21.11], [8.10, -3.73, -20.49], [6.37, -3.81, -20.58], [7.14, -3.05, -19.12], [13.44, -2.48, -18.68], [12.16, -2.17, -17.99], [11.93, -0.99, -17.80], [11.50, -3.11, -17.59], [13.34, -2.33, -19.75], [13.77, -3.50, -18.46], [14.29, -1.94, -18.25], [18.97, -7.35, -20.26], [17.99, -6.34, -19.76], [18.22, -5.12, -19.81], [17.02, -6.79, -19.18], [18.42, -8.19, -20.68], [19.76, -7.58, -19.54], [19.51, -6.85, -21.07], [6.97, -8.72, -19.10], [6.46, -9.43, -17.91], [5.24, -9.50, -17.75], [7.26, -9.99, -17.18], [7.92, -8.23, -18.92], [6.17, -7.98, -19.19], [6.82, -9.47, -19.88], [3.92, -7.23, -25.04], [5.25, -6.91, -24.48], [5.50, -5.70, -24.37], [6.07, -7.79, -24.30], [3.54, -7.98, -24.35], [4.08, -7.58, -26.07], [3.49, -6.23, -25.08], [14.27, -9.47, -15.99], [13.07, -9.60, -16.79], [12.52, -8.60, -17.18], [12.62, -10.76, -16.74], [14.41, -8.45, -15.64], [15.10, -9.70, -16.65], [14.19, -10.13, -15.12], [11.75, -7.94, -21.80], [12.83, -8.47, -22.68], [12.83, -8.20, -23.87], [13.80, -9.02, -22.10], [11.01, -7.42, -22.41], [12.24, -7.16, -21.22], [11.42, -8.85, -21.30]], "e_homo_ev": -10.93, "de_lowest_ev": 3.782, "molar_mass_g_mol": 793.520, "e_lumo_ha": -0.014}



Record 2
{"formula": "C13H40B2Ba2F3NO17P3", "method": "the ωB97M-V functional and the def2-TZVPD basis", "symbols": ["Ba", "Ba", "B", "H", "H", "H", "H", "B", "H", "H", "H", "H", "N", "O", "O", "O", "C", "O", "P", "O", "O", "C", "O", "C", "H", "H", "H", "H", "H", "H", "H", "H", "H", "C", "O", "P", "O", "O", "C", "O", "C", "H", "H", "H", "H", "H", "H", "H", "H", "H", "C", "O", "P", "O", "O", "C", "O", "C", "H", "H", "H", "H", "H", "H", "H", "H", "H", "C", "C", "O", "C", "O", "C", "F", "F", "F", "H", "H", "H", "H", "H"], "positions_angstrom": [[1.74, 3.57, -1.79], [0.29, 3.40, 2.59], [0.92, 1.43, 0.40], [0.30, 1.49, 1.33], [1.42, 2.43, 0.34], [1.76, 0.64, 0.38], [0.27, 1.41, -0.53], [0.16, 4.97, 0.08], [0.23, 5.38, -0.97], [-0.51, 5.63, 0.71], [-0.21, 3.92, 0.07], [1.21, 4.92, 0.42], [3.82, 4.25, 1.17], [4.70, 4.90, 1.71], [3.76, 4.12, -0.07], [2.94, 3.66, 1.88], [2.12, -0.55, -3.47], [3.18, -0.81, -2.55], [4.19, 0.40, -2.25], [3.63, 1.76, -2.22], [4.82, -0.09, -0.87], [4.62, 0.55, 0.41], [5.40, 0.15, -3.26], [5.26, 0.42, -4.65], [1.12, -0.46, -3.05], [1.98, -1.39, -4.15], [2.29, 0.31, -4.12], [5.61, 0.81, 0.76], [4.14, -0.17, 1.07], [3.89, 1.35, 0.31], [6.06, 0.00, -5.27], [5.30, 1.50, -4.80], [4.32, 0.02, -5.02], [-2.73, -0.37, 2.10], [-2.69, -0.51, 3.53], [-1.30, 0.00, 4.17], [-0.78, 1.32, 3.74], [-1.61, -0.13, 5.71], [-0.58, 0.35, 6.58], [-0.28, -1.21, 3.93], [0.56, -1.39, 2.78], [-2.62, -1.38, 1.67], [-1.91, 0.15, 1.59], [-3.71, 0.02, 1.83], [-0.21, -0.48, 7.18], [-0.91, 1.12, 7.27], [0.27, 0.78, 6.06], [-0.08, -1.78, 1.99], [1.29, -2.12, 3.14], [1.17, -0.56, 2.42], [0.18, -2.06, -0.80], [0.03, -3.44, -0.43], [-1.38, -4.00, -0.04], [-2.54, -3.51, -0.81], [-1.23, -5.59, -0.10], [-0.02, -6.27, 0.22], [-1.44, -3.68, 1.54], [-2.44, -4.29, 2.38], [0.14, -2.07, -1.89], [1.15, -1.68, -0.49], [-0.53, -1.42, -0.28], [0.87, -5.67, 0.00], [0.10, -7.18, -0.36], [-0.03, -6.49, 1.29], [-3.08, -3.53, 2.79], [-1.93, -4.87, 3.16], [-2.94, -5.09, 1.83], [-2.77, 0.25, -1.47], [-2.93, 0.84, -2.91], [-4.34, 0.85, -3.17], [-4.91, 2.05, -3.32], [-4.37, 3.10, -3.33], [-6.44, 1.86, -3.50], [-7.10, 2.42, -2.48], [-6.81, 2.54, -4.59], [-6.81, 0.60, -3.59], [-2.01, 0.87, -0.98], [-2.49, -0.79, -1.61], [-3.60, 0.41, -0.78], [-2.43, 0.25, -3.67], [-2.51, 1.84, -2.88]], "e_homo_ev": -12.02, "molar_mass_g_mol": 928.649, "e_lumo_ha": -0.112, "total_charge": 1}



Record 3
{"formula": "C13H40N2O13", "method": "the ωB97M-V functional and the def2-TZVPD basis", "symbols": ["C", "O", "N", "N", "H", "H", "H", "H", "C", "C", "O", "O", "H", "H", "H", "H", "H", "H", "C", "C", "O", "O", "H", "H", "H", "H", "H", "H", "C", "C", "O", "O", "H", "H", "H", "H", "H", "H", "C", "C", "O", "O", "H", "H", "H", "H", "H", "H", "C", "C", "O", "O", "H", "H", "H", "H", "H", "H", "C", "C", "O", "O", "H", "H", "H", "H", "H", "H"], "positions_angstrom": [[4.51, -2.68, -1.55], [3.42, -2.38, -1.16], [5.01, -2.13, -2.60], [5.29, -3.62, -1.02], [4.51, -1.39, -3.08], [6.02, -2.15, -2.60], [5.05, -4.29, -0.30], [5.99, -3.81, -1.73], [-1.86, -0.49, 1.44], [-1.03, 0.65, 2.06], [0.31, 0.57, 2.04], [-1.60, -0.78, 0.03], [-2.92, -0.28, 1.55], [-1.78, -1.39, 2.04], [-1.30, 0.79, 3.11], [-1.43, 1.54, 1.57], [0.59, 0.18, 1.21], [-0.69, -1.05, -0.12], [3.95, 4.00, -3.90], [3.93, 3.50, -5.43], [5.18, 3.67, -5.95], [4.00, 5.34, -3.61], [4.81, 3.49, -3.46], [3.05, 3.67, -3.37], [3.12, 4.10, -5.85], [3.57, 2.47, -5.49], [5.16, 2.93, -6.56], [4.65, 5.82, -4.13], [-1.01, 5.67, 8.00], [0.06, 4.49, 7.95], [1.12, 4.87, 8.76], [-2.25, 5.35, 7.36], [-0.61, 6.51, 7.42], [-1.17, 5.90, 9.05], [0.34, 4.24, 6.93], [-0.40, 3.57, 8.31], [1.83, 4.28, 8.47], [-2.83, 5.12, 8.09], [-1.68, -1.50, -7.11], [-0.60, -2.58, -6.95], [-0.57, -3.48, -8.03], [-3.01, -2.05, -6.95], [-1.59, -1.10, -8.12], [-1.68, -0.70, -6.36], [-0.65, -2.98, -5.94], [0.38, -2.09, -7.03], [0.28, -3.92, -8.12], [-3.39, -1.71, -6.14], [-7.83, -1.42, -2.30], [-9.11, -0.69, -2.34], [-10.05, -1.49, -1.60], [-6.73, -0.67, -2.67], [-7.87, -2.16, -3.10], [-7.68, -2.05, -1.42], [-9.54, -0.45, -3.31], [-9.22, 0.25, -1.81], [-10.91, -1.29, -1.95], [-6.05, -1.11, -2.14], [2.61, -3.59, 5.84], [4.17, -3.56, 5.73], [4.78, -2.80, 6.77], [2.11, -2.52, 6.52], [2.23, -4.49, 6.32], [2.10, -3.72, 4.88], [4.48, -3.22, 4.74], [4.61, -4.55, 5.65], [4.19, -2.73, 7.52], [1.64, -1.91, 5.95]], "smiles": "NC(N)=O.OCCO.OCCO.OCCO.OCCO.OCCO.OCCO", "e_homo_ev": -9.93, "de_lowest_ev": 4.482, "molar_mass_g_mol": 432.464, "e_lumo_ha": 0.000}



Record 4
{"formula": "C13H40N2O7", "method": "the ωB97M-V functional and the def2-TZVPD basis", "symbols": ["C", "C", "O", "O", "H", "H", "H", "H", "H", "H", "C", "C", "C", "O", "C", "N", "H", "H", "H", "H", "H", "H", "H", "H", "H", "H", "H", "C", "C", "C", "O", "C", "N", "H", "H", "H", "H", "H", "H", "H", "H", "H", "H", "H", "C", "O", "H", "H", "H", "H", "C", "O", "H", "H", "H", "H", "C", "O", "H", "H", "H", "H"], "positions_angstrom": [[2.00, -0.76, 4.10], [2.95, -0.82, 2.93], [2.68, -1.89, 2.05], [1.98, -2.10, 4.69], [1.01, -0.40, 3.88], [2.48, -0.13, 4.84], [3.94, -0.98, 3.32], [3.05, 0.07, 2.33], [2.40, -2.63, 2.61], [1.18, -2.06, 5.21], [-0.72, 1.26, -4.69], [-0.34, 2.72, -4.76], [0.90, 2.92, -3.89], [1.99, 2.16, -4.36], [3.22, 2.62, -3.88], [-0.25, 3.18, -6.15], [-0.70, 1.02, -3.61], [0.02, 0.61, -5.14], [-1.73, 1.04, -5.09], [-1.15, 3.27, -4.20], [0.61, 2.53, -2.91], [1.19, 3.98, -3.81], [3.14, 2.65, -2.78], [3.43, 3.58, -4.26], [3.97, 1.90, -4.19], [0.51, 2.71, -6.63], [0.02, 4.14, -6.11], [-2.13, -1.86, 0.07], [-1.01, -2.31, 0.99], [-0.89, -3.81, 1.02], [-0.05, -4.29, 2.06], [0.21, -5.66, 1.99], [0.24, -1.55, 0.64], [-2.41, -0.83, 0.27], [-3.03, -2.45, 0.30], [-1.91, -1.99, -0.98], [-1.19, -1.95, 2.00], [-0.37, -4.09, 0.08], [-1.81, -4.40, 1.01], [-0.73, -6.18, 1.90], [0.79, -5.95, 2.87], [0.80, -5.86, 1.08], [0.47, -1.67, -0.35], [1.04, -1.92, 1.12], [-3.22, 1.88, -0.03], [-3.51, 2.75, 1.00], [-3.98, 1.16, -0.14], [-3.11, 2.42, -0.98], [-2.29, 1.34, 0.12], [-2.70, 3.14, 1.30], [-2.39, 0.91, 3.72], [-3.39, 0.09, 3.18], [-2.08, 1.65, 2.96], [-2.81, 1.44, 4.56], [-1.49, 0.40, 4.03], [-4.02, 0.66, 2.72], [1.78, 1.55, 0.20], [0.72, 1.28, 1.03], [1.52, 1.78, -0.86], [2.16, 2.54, 0.53], [2.61, 0.84, 0.16], [0.39, 0.36, 0.95]], "smiles": "COC[C@H](C)N.COC[C@H](C)N.OCCO.CO.CO.CO", "e_homo_ev": -9.31, "de_lowest_ev": 3.997, "molar_mass_g_mol": 336.470, "e_lumo_ha": 0.025}



Record 5
{"formula": "C13H40O7", "method": "the ωB97M-V functional and the def2-TZVPD basis", "symbols": ["C", "O", "H", "H", "H", "H", "C", "C", "C", "O", "H", "H", "H", "H", "H", "H", "H", "H", "C", "C", "C", "O", "H", "H", "H", "H", "H", "H", "H", "H", "C", "C", "C", "O", "H", "H", "H", "H", "H", "H", "H", "H", "C", "C", "C", "O", "H", "H", "H", "H", "H", "H", "H", "H", "O", "H", "H", "O", "H", "H"], "positions_angstrom": [[-2.71, -2.40, 0.22], [-3.27, -3.25, -0.77], [-3.54, -1.91, 0.74], [-2.30, -3.04, 1.00], [-2.08, -1.62, -0.21], [-2.65, -3.91, -1.08], [-1.19, -0.04, -4.25], [-0.59, -0.47, -2.90], [0.33, -1.64, -3.14], [0.10, 0.65, -2.37], [-2.03, -0.67, -4.53], [-0.42, -0.07, -5.01], [-1.58, 0.98, -4.21], [-1.41, -0.84, -2.27], [0.61, -2.09, -2.18], [1.21, -1.36, -3.71], [-0.20, -2.44, -3.66], [0.61, 0.36, -1.58], [1.92, -3.11, 4.56], [2.74, -3.53, 3.35], [1.94, -3.64, 2.05], [3.81, -2.60, 3.16], [1.21, -2.31, 4.31], [2.54, -2.82, 5.40], [1.35, -3.97, 4.92], [3.20, -4.48, 3.63], [1.49, -2.66, 1.87], [1.12, -4.36, 2.11], [2.56, -3.93, 1.21], [3.46, -1.79, 2.73], [-2.23, 1.28, 0.54], [-2.00, 1.11, 2.04], [-3.29, 0.89, 2.80], [-1.05, 0.05, 2.27], [-3.16, 0.78, 0.26], [-1.37, 0.95, -0.04], [-2.30, 2.31, 0.17], [-1.47, 2.00, 2.41], [-3.98, 1.71, 2.64], [-3.11, 0.85, 3.89], [-3.74, -0.08, 2.57], [-1.04, -0.11, 3.21], [0.75, 5.50, -3.26], [0.94, 4.05, -2.86], [0.88, 3.79, -1.38], [-0.02, 3.22, -3.52], [-0.21, 5.90, -2.94], [0.72, 5.58, -4.35], [1.58, 6.10, -2.89], [1.92, 3.72, -3.25], [1.16, 2.79, -1.06], [-0.11, 4.05, -1.00], [1.56, 4.48, -0.86], [0.12, 2.31, -3.20], [3.15, -0.19, 2.16], [3.16, 0.28, 3.01], [4.01, 0.01, 1.76], [0.97, -0.03, 0.12], [0.20, -0.26, 0.66], [1.73, -0.08, 0.72]], "smiles": "CC(C)O.CC(C)O.CC(C)O.CC(C)O.CO.O.O", "e_homo_ev": -9.25, "de_lowest_ev": 0.000, "molar_mass_g_mol": 308.456, "e_lumo_ha": -0.001}



Record 6
{"formula": "C13H41Be2InKO16P", "method": "the ωB97M-V functional and the def2-TZVPD basis", "symbols": ["Be", "Be", "K", "In", "C", "C", "O", "H", "H", "H", "H", "H", "O", "C", "C", "O", "H", "H", "H", "H", "O", "C", "C", "O", "H", "H", "H", "H", "P", "O", "O", "O", "O", "C", "O", "H", "H", "H", "H", "C", "O", "H", "H", "H", "H", "C", "O", "H", "H", "H", "H", "C", "O", "H", "H", "H", "H", "C", "O", "H", "H", "H", "H", "C", "O", "H", "H", "H", "H", "C", "O", "H", "H", "H", "H"], "positions_angstrom": [[-1.57, 4.56, -0.70], [1.44, 3.61, 1.77], [-2.84, -2.82, -2.50], [0.06, -0.02, -0.67], [-1.95, -5.28, -0.11], [-0.73, -4.41, 0.11], [-0.69, -3.14, -0.45], [-2.89, -4.80, 0.17], [-1.76, -6.22, 0.41], [-1.98, -5.55, -1.17], [0.13, -5.01, -0.18], [-0.68, -4.45, 1.20], [3.72, 4.20, 0.74], [4.48, 2.95, 0.88], [3.85, 1.55, 0.50], [2.54, 1.16, 0.94], [4.81, 2.86, 1.92], [5.46, 2.97, 0.40], [4.59, 0.75, 0.59], [3.75, 1.69, -0.57], [-1.20, 2.72, -2.43], [-1.60, 2.21, -3.71], [-0.97, 0.88, -4.35], [-0.97, -0.39, -3.67], [-1.48, 3.01, -4.44], [-2.65, 1.96, -3.64], [0.04, 1.10, -4.71], [-1.61, 0.68, -5.21], [-1.34, 2.31, 1.45], [-0.34, 2.53, 0.28], [-1.76, 0.81, 1.44], [-2.45, 3.35, 1.23], [-0.63, 2.84, 2.68], [-1.30, -2.09, 2.91], [-0.75, -0.87, 3.16], [-0.67, -2.87, 3.35], [-2.33, -2.13, 3.28], [-1.30, -2.05, 1.82], [-1.26, -0.22, 2.67], [3.19, -2.48, 0.64], [1.90, -2.26, 0.03], [3.88, -1.63, 0.66], [2.94, -2.73, 1.67], [3.80, -3.37, 0.48], [1.35, -3.04, -0.04], [2.53, -0.95, 4.04], [1.65, -0.49, 4.99], [3.47, -0.90, 4.59], [2.32, -1.99, 3.80], [2.52, -0.32, 3.15], [0.81, -0.54, 4.52], [-5.22, 0.41, 2.95], [-3.91, 1.05, 3.20], [-5.54, 0.79, 1.99], [-5.03, -0.66, 3.00], [-5.99, 0.61, 3.69], [-3.29, 0.83, 2.50], [2.17, 3.50, -2.56], [1.48, 2.30, -2.33], [3.24, 3.42, -2.34], [2.24, 3.78, -3.61], [1.83, 4.40, -2.03], [0.55, 2.54, -2.41], [-4.32, 0.05, -0.68], [-3.19, -0.55, -0.19], [-5.13, -0.24, -0.01], [-4.38, 1.14, -0.63], [-4.74, -0.34, -1.61], [-2.84, -0.01, 0.52], [3.14, -0.08, -3.94], [1.99, -0.65, -3.21], [3.95, 0.37, -3.36], [3.56, -0.63, -4.78], [2.69, 0.83, -4.33], [1.21, -0.54, -3.75]], "e_homo_ev": -7.89, "molar_mass_g_mol": 656.369, "e_lumo_ha": -0.170}